(1)
131
Properties=species:S:1:pos:R:3:forces:R:3:lowdin_spin:R:1 method="wB97M-V/def2-TZVPD" spin_multiplicity=5 total_charge=+2 homo_lumo_gap_ev="8.0 / 6.5" homo_ev="-12.1 / -12.9" e_lumo_ev="-4.07 / -6.37"
Ir -0.349 0.488 0.300 -0.7 0.0 0.6 2.81
O 1.226 0.668 1.914 0.3 0.3 0.0 0.09
S 2.234 0.845 3.037 0.0 -0.6 0.1 0.03
C 3.883 0.957 2.286 0.0 0.1 -0.1 0.00
C 4.305 2.250 1.597 -0.1 -0.1 -0.1 0.00
C 3.466 2.577 0.353 0.1 -0.1 0.1 0.00
C 3.917 1.764 -0.860 0.0 0.1 0.1 0.00
S 2.537 1.247 -1.889 -0.1 -0.1 0.1 0.02
O 1.534 0.698 -0.887 0.1 0.1 -0.3 0.07
C 1.957 2.833 -2.434 -0.1 0.1 0.0 0.00
C 0.871 3.440 -1.823 0.0 0.1 -0.1 0.00
C 0.464 4.689 -2.278 0.0 0.0 0.0 0.00
C 1.134 5.304 -3.328 0.0 0.0 0.0 0.00
C 2.211 4.672 -3.942 0.0 0.0 0.0 0.00
C 2.624 3.424 -3.501 0.0 0.0 0.0 0.00
C 2.066 2.448 3.768 0.0 0.1 0.0 0.00
C 2.555 2.568 5.064 0.2 0.0 -0.1 0.00
C 2.482 3.798 5.702 0.0 0.0 -0.1 0.00
C 1.902 4.881 5.052 0.0 0.0 0.0 0.00
C 1.396 4.739 3.763 0.0 0.0 0.0 0.00
C 1.475 3.516 3.110 0.1 0.1 0.0 0.00
H 3.888 0.097 1.604 0.0 0.1 0.1 0.00
H 4.546 0.714 3.123 0.0 0.0 -0.1 0.00
H 5.357 2.130 1.322 0.0 0.1 0.0 0.00
H 4.267 3.081 2.300 -0.1 0.0 0.1 0.00
H 3.502 3.643 0.131 0.1 0.0 0.0 0.00
H 2.426 2.327 0.560 -0.1 0.1 0.0 0.00
H 4.386 0.817 -0.578 0.0 0.1 0.0 0.00
H 4.600 2.300 -1.522 0.0 0.0 0.0 0.00
H 0.336 2.944 -1.025 0.0 0.0 0.0 0.00
H -0.379 5.183 -1.806 0.1 0.0 0.0 0.00
H 0.814 6.279 -3.676 0.0 -0.1 0.0 0.00
H 2.720 5.146 -4.772 0.0 0.0 0.1 0.00
H 3.455 2.919 -3.985 -0.1 0.0 0.0 0.00
H 2.990 1.710 5.571 -0.1 0.1 -0.1 0.00
H 2.865 3.907 6.709 0.0 0.0 0.0 0.00
H 1.837 5.839 5.555 0.0 -0.1 0.0 0.00
H 0.938 5.586 3.263 0.0 -0.1 0.0 0.00
H 1.074 3.395 2.114 0.0 0.0 0.0 0.00
Se -1.601 2.314 1.808 0.0 -0.1 -0.2 0.28
P -2.048 0.609 3.086 0.0 0.1 0.0 0.04
Se -1.606 -1.134 1.856 0.1 0.1 -0.2 0.31
C -3.790 0.645 3.526 -0.1 0.0 0.0 0.01
C -4.595 -0.482 3.370 -0.1 0.1 0.1 0.01
C -5.945 -0.415 3.696 0.1 0.0 0.0 0.00
C -6.487 0.769 4.173 0.0 0.0 0.0 0.00
C -5.683 1.895 4.329 0.0 0.0 0.0 0.00
C -4.338 1.837 4.004 -0.1 0.0 0.0 0.01
C -1.030 0.680 4.564 0.2 -0.1 0.1 0.00
C -0.316 -0.437 4.990 -0.1 0.1 0.1 0.00
C 0.482 -0.352 6.126 0.0 0.0 0.0 0.00
C 0.566 0.842 6.827 -0.1 0.0 0.0 0.00
C -0.143 1.961 6.396 -0.2 -0.1 0.1 0.00
C -0.936 1.885 5.264 0.1 0.0 0.1 0.00
H -4.175 -1.409 3.001 0.0 0.0 0.0 0.01
H -6.570 -1.292 3.580 0.0 0.0 0.0 0.00
H -7.539 0.818 4.428 0.1 0.0 0.0 0.00
H -6.107 2.819 4.705 0.0 -0.1 0.0 0.00
H -3.725 2.725 4.109 0.0 0.0 0.0 0.00
H -0.379 -1.368 4.441 0.0 0.0 0.0 0.01
H 1.035 -1.221 6.462 0.0 0.0 0.0 0.00
H 1.184 0.905 7.715 0.0 0.0 0.0 0.00
H -0.075 2.894 6.944 0.0 -0.1 0.0 0.00
H -1.461 2.768 4.917 0.0 0.0 0.0 0.00
C -3.545 -0.027 -2.464 0.0 -0.2 -0.1 0.00
P -3.053 1.514 -1.733 0.2 0.0 0.2 0.02
C -4.310 1.937 -0.550 -0.2 0.1 0.2 0.00
C -3.082 2.757 -3.007 0.1 0.2 -0.1 0.01
O -1.661 1.460 -1.116 0.0 0.1 -0.5 0.12
H -4.592 0.003 -2.780 0.1 0.0 0.0 0.00
H -3.394 -0.811 -1.722 0.0 -0.1 0.0 0.00
H -2.907 -0.224 -3.325 0.0 -0.1 0.0 0.00
H -5.269 2.074 -1.059 0.1 0.0 0.1 0.00
H -4.028 2.860 -0.041 -0.1 0.0 0.0 0.00
H -4.402 1.141 0.193 0.0 0.1 0.0 0.00
H -4.059 2.796 -3.493 0.1 0.0 0.0 0.00
H -2.311 2.526 -3.745 0.0 0.0 0.0 0.00
H -2.862 3.725 -2.554 0.0 0.0 -0.1 0.00
O -0.854 -1.263 -1.064 0.4 -0.4 -0.4 0.09
P -0.170 -2.300 -1.975 -0.2 0.3 0.4 0.01
C -0.378 -1.825 -3.708 0.2 0.1 -0.1 0.00
C 0.104 -0.364 -3.963 0.0 -0.1 0.0 0.00
C 1.386 -0.341 -4.798 0.0 -0.1 0.0 0.00
C 1.160 -0.975 -6.180 -0.1 0.0 0.1 0.00
C 0.202 -2.183 -6.114 0.0 0.1 0.1 0.00
C 0.223 -2.819 -4.725 0.0 0.1 0.0 0.00
C 1.611 -2.417 -1.631 0.2 -0.1 0.2 0.00
C 1.926 -2.281 -0.125 0.1 -0.1 -0.1 0.00
C 3.440 -2.198 0.089 0.0 -0.1 -0.2 0.00
C 4.207 -3.351 -0.610 -0.1 0.0 0.0 0.00
C 3.249 -4.359 -1.244 0.0 0.1 0.0 0.00
C 2.319 -3.671 -2.246 0.0 0.1 0.1 0.00
C -0.932 -3.931 -1.766 -0.3 0.0 0.2 0.00
C -2.463 -3.927 -2.060 0.1 0.0 0.2 0.00
C -3.269 -3.708 -0.778 0.1 -0.1 -0.1 0.00
C -3.087 -4.898 0.182 0.1 0.0 0.0 0.00
C -1.691 -5.533 0.039 0.0 0.1 -0.1 0.00
C -0.646 -4.486 -0.346 -0.1 -0.1 -0.1 0.00
H -1.460 -1.855 -3.836 -0.2 0.0 -0.1 0.00
H 0.229 0.173 -3.018 -0.1 0.0 0.0 0.00
H -0.672 0.177 -4.514 0.0 0.0 0.0 0.00
H 2.180 -0.875 -4.264 0.0 0.0 0.0 0.00
H 1.732 0.688 -4.917 0.0 0.0 0.0 0.00
H 2.122 -1.282 -6.596 0.0 0.0 0.0 0.00
H 0.754 -0.224 -6.861 0.0 0.0 0.0 0.00
H 0.470 -2.921 -6.870 0.0 0.0 0.0 0.00
H -0.822 -1.869 -6.337 0.0 0.0 0.0 0.00
H 1.253 -3.073 -4.466 0.0 0.0 0.0 0.00
H -0.347 -3.750 -4.720 0.0 0.0 0.0 0.00
H 2.000 -1.510 -2.113 0.1 -0.1 0.0 0.00
H 1.509 -3.117 0.436 0.1 0.0 0.0 0.00
H 1.473 -1.382 0.278 -0.1 0.0 0.1 0.00
H 3.646 -2.202 1.161 0.0 0.0 0.0 0.00
H 3.785 -1.231 -0.297 0.0 -0.1 0.0 0.00
H 4.859 -3.858 0.100 0.0 0.0 0.0 0.00
H 4.857 -2.949 -1.392 0.0 0.0 0.0 0.00
H 2.667 -4.864 -0.468 0.0 0.0 0.0 0.00
H 3.813 -5.136 -1.762 0.0 0.0 0.0 0.00
H 1.602 -4.397 -2.630 0.0 0.0 0.0 0.00
H 2.918 -3.354 -3.103 0.0 0.0 0.0 0.00
H -0.443 -4.571 -2.502 0.0 -0.1 0.0 0.00
H -2.729 -4.899 -2.481 0.0 0.0 0.0 0.00
H -2.731 -3.193 -2.820 0.0 0.1 0.0 0.00
H -4.325 -3.564 -1.012 0.0 0.0 0.0 0.00
H -2.920 -2.792 -0.300 0.0 0.1 0.0 0.00
H -3.848 -5.655 -0.016 0.0 0.0 0.0 0.00
H -3.238 -4.563 1.212 0.0 0.0 0.0 0.00
H -1.710 -6.312 -0.729 0.0 0.0 0.0 0.00
H -1.399 -6.025 0.967 0.0 0.0 0.0 0.00
H 0.356 -4.921 -0.312 0.0 0.0 0.0 0.00
H -0.670 -3.677 0.388 0.0 0.0 0.0 0.00



(2)
11
Properties=species:S:1:pos:R:3:forces:R:3:lowdin_charge:R:1 method="wB97M-V/def2-TZVPD" relative_energy_kj_mol=422.6 homo_lumo_gap_ev=9.4 homo_ev=-9.6 e_lumo_ev=-0.20
C 2.871 -0.513 -0.827 -1.2 0.9 1.2 -0.08
N 1.598 -0.419 -0.760 0.7 -0.6 -0.3 -0.40
S 0.855 0.515 0.428 -0.1 0.2 0.3 1.00
C -0.874 0.061 0.277 0.6 0.5 -0.2 -0.59
C -1.655 0.689 1.303 -0.9 0.3 0.7 -0.25
N -2.351 1.176 2.085 0.7 -0.3 -0.5 0.18
N -1.534 -0.552 -0.622 0.5 -0.5 -0.2 0.03
O -0.830 -1.123 -1.633 -1.7 -0.2 -0.4 -0.03
H 3.518 0.033 -0.139 0.1 -0.1 -0.1 0.07
H 3.296 -1.187 -1.528 0.3 -0.4 -0.7 0.07
H 0.108 -0.954 -1.550 1.1 0.2 0.3 0.01



(3)
39
Properties=species:S:1:pos:R:3:forces:R:3:lowdin_charge:R:1 method="wB97M-V/def2-TZVPD" relative_energy_kj_mol=269.9 homo_lumo_gap_ev=9.1 homo_ev=-8.9 e_lumo_ev=0.21
C -4.701 2.175 1.793 -0.3 -0.2 -0.1 -0.12
O -3.349 2.249 2.146 0.2 0.1 0.1 -0.19
C -2.922 3.575 2.387 0.1 -0.1 0.2 -0.24
C -1.429 3.552 2.647 -0.3 0.4 -0.8 -0.22
N -0.731 3.242 1.399 0.3 -0.4 0.3 -0.05
C 0.686 2.940 1.618 -0.4 0.1 0.3 -0.22
C 1.285 2.268 0.410 0.3 0.0 0.2 -0.25
O 0.502 1.136 0.104 0.2 -0.2 -0.1 -0.20
C 0.980 0.436 -1.034 0.4 0.4 0.5 -0.09
H -5.358 2.580 2.574 0.1 0.1 0.0 0.09
H -4.956 1.123 1.671 0.1 0.0 -0.1 0.09
H -4.893 2.700 0.850 -0.1 0.0 0.0 0.09
H -3.460 3.989 3.252 0.0 0.0 0.0 0.12
H -3.127 4.216 1.520 0.0 -0.1 0.0 0.13
H -1.215 2.824 3.438 0.1 0.1 0.2 0.12
H -1.151 4.569 2.935 0.2 -0.1 0.3 0.12
H -1.138 2.386 1.031 -0.1 0.1 -0.1 0.10
H 0.831 2.281 2.492 -0.1 0.0 -0.1 0.12
H 1.239 3.857 1.841 0.0 0.0 -0.1 0.12
H 2.304 1.946 0.678 0.0 0.1 -0.2 0.12
H 1.346 2.961 -0.438 -0.1 -0.1 -0.1 0.13
H 2.043 0.174 -0.927 -0.1 0.0 0.1 0.08
H 0.909 1.082 -1.914 -0.3 -0.3 -0.2 0.10
H 0.412 -0.486 -1.087 -0.2 0.1 -0.4 0.08
O 1.290 -2.923 -2.299 -0.1 0.0 0.1 -0.05
H 1.597 -3.747 -2.693 0.1 0.1 -0.2 0.00
H 1.763 -2.870 -1.457 0.0 0.1 0.1 -0.01
O 2.638 -2.942 0.236 0.0 0.2 0.1 -0.04
H 2.024 -2.769 0.956 -0.1 -0.1 0.0 0.08
H 3.423 -2.423 0.439 0.0 0.1 0.0 0.08
O 2.287 -5.506 -3.585 -0.2 -0.1 0.0 -0.04
H 2.633 -6.106 -4.252 0.1 0.1 0.0 0.07
H 1.350 -5.725 -3.533 0.0 -0.1 0.0 0.06
O 3.856 -5.201 -1.085 0.0 0.2 0.0 -0.07
H 3.447 -4.426 -0.679 0.0 -0.2 0.2 -0.02
H 3.414 -5.268 -1.940 0.0 -0.2 -0.1 -0.02
O -1.449 -2.442 -3.470 -0.1 0.1 0.0 -0.07
H -1.694 -3.277 -3.064 0.0 0.0 0.0 0.02
H -0.683 -2.151 -2.961 0.2 -0.2 -0.1 -0.01



(4)
13
Properties=species:S:1:pos:R:3:forces:R:3:lowdin_charge:R:1 method="wB97M-V/def2-TZVPD" relative_energy_kj_mol=92.6 homo_lumo_gap_ev=9.6 homo_ev=-9.0 e_lumo_ev=0.55
C 3.362 -0.921 0.378 0.6 0.4 -0.4 -0.50
S 1.766 -0.345 -0.211 -0.3 0.4 0.2 0.34
S 1.946 -0.101 -2.228 0.0 -0.6 -0.2 0.29
H 3.406 -0.683 1.435 -0.2 -0.2 0.2 0.03
H 4.202 -0.391 -0.081 -0.3 0.1 -0.1 0.03
H 3.497 -1.971 0.194 0.0 -0.5 0.1 0.02
H 2.608 1.051 -2.273 0.1 0.4 0.1 -0.21
C -5.499 0.772 1.647 0.9 0.7 -0.2 -0.16
O -4.558 0.818 2.724 0.1 -0.4 -0.1 -0.13
H -5.265 -0.039 0.964 -0.5 -0.6 0.2 0.07
H -6.510 0.796 2.059 0.1 -0.3 -0.3 0.08
H -5.333 1.638 1.004 -0.3 0.4 0.2 0.07
H -3.892 0.136 2.571 -0.2 0.3 0.1 0.07



(5)
15
Properties=species:S:1:pos:R:3:forces:R:3:lowdin_charge:R:1 method="wB97M-V/def2-TZVPD" relative_energy_kj_mol=162.7 homo_lumo_gap_ev=10.7 homo_ev=-9.7 e_lumo_ev=1.01
O 2.086 -0.971 -0.265 -0.2 -0.1 -0.2 -0.02
C 0.998 -0.389 0.411 -0.3 0.1 0.3 -0.32
C 0.629 1.037 -0.099 0.1 0.1 0.0 -0.07
C -0.777 0.708 -0.620 -0.1 0.4 -0.1 -0.27
C -1.412 0.004 0.580 -0.1 0.0 0.1 -0.05
C -0.381 -1.033 0.129 0.1 -0.3 0.2 -0.23
O -0.591 -0.598 -1.248 0.0 0.0 -0.1 -0.06
H 1.903 -0.928 -1.214 -0.1 -0.1 0.1 0.10
H 1.264 -0.426 1.470 -0.1 0.1 -0.1 0.15
H 0.613 1.781 0.703 0.0 0.0 -0.2 0.12
H 1.308 1.375 -0.886 -0.1 -0.1 0.1 0.12
H -1.306 1.425 -1.249 0.1 -0.1 0.1 0.15
H -1.325 0.444 1.577 0.0 0.0 -0.2 0.12
H -2.426 -0.347 0.376 0.1 0.1 0.0 0.12
H -0.582 -2.082 0.336 0.4 -0.1 -0.3 0.15



(6)
53
Properties=species:S:1:pos:R:3:forces:R:3:lowdin_charge:R:1 method="wB97M-V/def2-TZVPD" homo_lumo_gap_ev=8.1 homo_ev=-8.7 e_lumo_ev=-0.60
O -0.752 -0.267 3.925 0.0 -0.1 0.3 0.07
C -1.496 -0.934 3.222 1.4 1.2 1.7 -0.42
N -1.483 -0.666 1.886 -1.1 -0.9 -1.8 0.19
C -2.273 -1.379 0.997 -1.1 -1.5 1.4 -0.22
C -2.239 -1.066 -0.452 0.1 0.3 -0.8 -0.13
C -2.906 -1.896 -1.373 0.1 0.2 -0.1 0.00
C -2.896 -1.619 -2.743 0.2 0.3 0.1 0.00
C -2.223 -0.491 -3.244 -0.2 -0.3 0.9 -0.10
C -2.196 -0.170 -4.731 -0.2 -0.1 0.8 -0.53
F -2.495 1.142 -4.928 0.4 -0.9 -0.3 0.13
F -3.095 -0.918 -5.428 0.8 0.6 0.3 0.12
F -0.951 -0.425 -5.214 -0.9 0.4 -0.2 0.13
C -1.554 0.342 -2.331 -0.1 -0.2 -0.1 0.00
C -1.562 0.061 -0.959 -0.3 -0.5 -0.4 -0.01
N -3.061 -2.342 1.431 0.7 1.0 -1.2 0.16
C -3.136 -2.656 2.783 0.2 0.2 -0.2 -0.22
C -4.001 -3.669 3.199 -0.3 -0.5 0.7 -0.01
C -4.106 -4.002 4.555 0.3 0.4 -0.8 -0.06
C -3.336 -3.316 5.501 0.4 0.5 -0.3 -0.07
C -2.464 -2.301 5.091 -0.3 -0.3 0.1 0.01
C -2.368 -1.974 3.729 -0.5 -0.5 0.0 -0.08
H -0.877 0.074 1.570 0.0 0.0 0.2 0.14
H -3.443 -2.776 -1.026 0.2 0.3 0.1 0.11
H -3.422 -2.294 -3.414 0.1 0.2 0.1 0.12
H -1.030 1.224 -2.693 -0.1 -0.1 0.1 0.11
H -1.046 0.751 -0.300 0.0 0.0 -0.1 0.09
H -4.592 -4.191 2.455 0.1 0.1 0.0 0.11
H -4.784 -4.790 4.870 0.1 0.1 -0.1 0.10
H -3.413 -3.570 6.555 0.0 0.1 -0.2 0.10
H -1.864 -1.763 5.822 -0.1 -0.1 -0.3 0.12
C 4.478 -0.281 -1.372 -0.1 0.4 0.1 -0.05
N 4.490 1.011 -2.061 0.2 -1.2 0.3 0.04
C 3.572 1.982 -2.001 0.1 1.2 0.2 -0.46
O 3.761 3.017 -2.632 -0.5 0.1 -0.1 0.05
C 2.339 1.836 -1.085 0.0 -0.2 0.6 -0.19
C 1.311 2.966 -1.256 0.7 0.1 -0.7 -0.21
O 0.896 3.048 -2.601 -0.3 -0.1 -0.1 -0.06
N 2.672 1.656 0.341 -0.9 -0.7 -1.9 0.11
C 3.517 2.342 1.115 1.3 0.9 1.4 -0.55
C 4.283 3.546 0.599 -0.3 -0.2 -0.1 0.02
O 3.682 1.985 2.268 0.0 -0.2 0.2 0.04
H 3.521 -0.785 -1.516 0.1 0.0 0.0 0.08
H 4.659 -0.140 -0.303 -0.1 -0.2 0.0 0.08
H 5.270 -0.917 -1.773 -0.2 0.2 0.0 0.09
H 5.280 1.216 -2.654 -0.1 0.1 0.0 0.15
H 1.838 0.924 -1.409 -0.1 -0.2 0.1 0.15
H 0.442 2.763 -0.630 0.0 -0.1 0.0 0.12
H 1.741 3.920 -0.956 0.1 0.0 0.3 0.12
H 1.643 3.397 -3.109 0.0 -0.1 0.1 0.08
H 2.240 0.883 0.821 0.1 0.0 0.1 0.15
H 3.617 4.243 0.100 0.1 0.1 -0.3 0.07
H 5.063 3.220 -0.085 0.0 0.1 -0.2 0.08
H 4.747 4.050 1.445 -0.1 -0.2 0.0 0.09